Record 1
{
  "formula": "C24H68N4O12",
  "method": "the ωB97M-V functional and the def2-TZVPD basis",
  "smiles": "COC[C@H](C)N.COC[C@H](C)N.COC[C@H](C)N.COC[C@H](C)N.OCCO.OCCO.OCCO.OCCO",
  "charge": 0,
  "spin_multiplicity": 1,
  "e_homo_ev": -8.76,
  "species": ["C", "O", "C", "C", "C", "N", "H", "H", "H", "H", "H", "H", "H", "H", "H", "H", "H", "C", "O", "C", "C", "C", "N", "H", "H", "H", "H", "H", "H", "H", "H", "H", "H", "H", "C", "O", "C", "C", "C", "N", "H", "H", "H", "H", "H", "H", "H", "H", "H", "H", "H", "C", "O", "C", "C", "C", "N", "H", "H", "H", "H", "H", "H", "H", "H", "H", "H", "H", "O", "C", "C", "O", "H", "H", "H", "H", "H", "H", "O", "C", "C", "O", "H", "H", "H", "H", "H", "H", "O", "C", "C", "O", "H", "H", "H", "H", "H", "H", "O", "C", "C", "O", "H", "H", "H", "H", "H", "H"],
  "positions_angstrom": [[-3.47964, -1.14722, 4.72882], [-2.36829, -1.68091, 3.99149], [-1.05515, -1.44594, 4.53860], [-0.01577, -2.29820, 3.84761], [-0.39394, -3.78472, 3.87230], [1.21755, -2.22071, 4.64257], [-3.37028, -0.09990, 5.01586], [-3.74561, -1.75423, 5.59465], [-4.31519, -1.07681, 4.03311], [-0.71686, -0.40332, 4.53504], [-1.16581, -1.67753, 5.60564], [0.24894, -1.93787, 2.85351], [-0.20942, -4.22030, 4.85549], [0.25228, -4.39314, 3.23030], [-1.38330, -4.06453, 3.50935], [1.03722, -2.13146, 5.63580], [1.80867, -1.43270, 4.39891], [3.24945, -0.24005, -2.80577], [2.80270, -0.45869, -4.15353], [3.75132, -0.95568, -5.06362], [3.31386, -0.88188, -6.51488], [2.03614, -1.70577, -6.70485], [4.39370, -1.39271, -7.35716], [3.99533, -0.92153, -2.39980], [2.32590, -0.30384, -2.23609], [3.56334, 0.79812, -2.68852], [4.67495, -0.34965, -5.01926], [4.04430, -1.93880, -4.67170], [3.06175, 0.15569, -6.75791], [1.21831, -1.14549, -6.24787], [2.00379, -2.77662, -6.52273], [1.76936, -1.60852, -7.76796], [5.19070, -0.77321, -7.26464], [4.07629, -1.38790, -8.31814], [-0.41532, -0.32224, -3.10110], [-0.00264, -1.50354, -2.49313], [0.37620, -2.52777, -3.44481], [0.79853, -3.75333, -2.61540], [1.66383, -3.41146, -1.40729], [1.56449, -4.64002, -3.47538], [0.29270, 0.08363, -3.83520], [-0.70716, 0.41872, -2.35748], [-1.31010, -0.40427, -3.74473], [-0.53535, -2.49660, -4.06815], [1.07681, -2.11476, -4.17922], [-0.14568, -4.26711, -2.40698], [1.04509, -3.09863, -0.56866], [2.41371, -2.70700, -1.76205], [2.16899, -4.30118, -1.02519], [2.56469, -4.63951, -3.36595], [1.28377, -4.54391, -4.43982], [-5.12753, 1.50590, 2.38608], [-4.60027, 1.96865, 3.61324], [-4.05718, 3.28526, 3.50863], [-2.55064, 3.05535, 3.28236], [-1.91070, 2.12259, 4.32631], [-1.85771, 4.36063, 3.35705], [-5.90486, 2.18151, 2.01976], [-5.56854, 0.52089, 2.53906], [-4.33454, 1.36210, 1.64409], [-4.50560, 3.86669, 2.69925], [-4.19731, 3.85235, 4.43077], [-2.42378, 2.74861, 2.24279], [-2.13846, 1.12083, 3.95993], [-2.39633, 2.16884, 5.30125], [-0.83363, 2.25326, 4.38313], [-1.94813, 5.00669, 2.58709], [-2.03967, 4.87315, 4.21005], [2.94268, -4.51710, 3.84776], [4.15924, -4.23609, 3.21381], [3.95384, -3.90271, 1.76755], [3.11034, -2.73342, 1.72053], [2.45923, -3.68624, 4.00312], [4.70623, -3.46817, 3.77592], [4.83880, -5.09301, 3.30023], [3.51413, -4.74055, 1.21944], [4.86850, -3.67351, 1.21886], [2.19368, -3.00073, 1.83887], [2.01243, 3.79054, -1.79476], [0.74752, 4.39096, -1.97929], [-0.12484, 4.15485, -0.75588], [0.47950, 4.44207, 0.47683], [2.49335, 3.81427, -2.62613], [0.71444, 5.47247, -2.15292], [0.20989, 3.91098, -2.80434], [-0.34284, 3.07815, -0.77575], [-1.02348, 4.75275, -0.89237], [1.27488, 3.91366, 0.60038], [-1.39453, 0.71677, -0.06472], [-0.48909, 0.62877, 1.01575], [0.86319, 0.00098, 0.65955], [1.63721, 0.90734, -0.12114], [-1.92532, 1.51588, 0.05038], [-0.40508, 1.47784, 1.69968], [-0.97546, -0.11009, 1.67960], [0.82845, -1.00585, 0.23418], [1.43222, -0.17333, 1.57820], [1.09155, 1.10751, -0.89297], [-3.34845, 2.43726, -0.98528], [-3.55975, 3.72243, -1.56782], [-3.96617, 4.69324, -0.46086], [-3.80797, 6.03281, -0.91075], [-4.04061, 1.82932, -1.25661], [-2.63151, 4.06095, -2.02704], [-4.34639, 3.71039, -2.32193], [-3.51474, 4.50614, 0.51527], [-5.02674, 4.46526, -0.29414], [-3.16266, 6.43896, -0.32613]],
  "forces_ev_per_a": [[0.32, 0.36, -0.67], [0.27, 0.80, -0.08], [-1.57, 0.12, 0.30], [0.11, -1.10, 1.20], [0.13, -0.80, -0.90], [0.98, 0.43, -0.17], [0.48, -0.10, 0.30], [0.12, -0.13, 0.03], [-0.06, -0.54, -0.02], [-0.37, 0.18, -0.40], [0.57, -0.43, 0.10], [-0.43, 0.01, -0.12], [-0.31, 0.28, 0.19], [0.34, 0.37, -0.04], [-0.24, 0.55, 0.32], [-0.15, -0.22, -0.01], [-0.17, 0.07, -0.14], [-1.21, 0.67, -0.53], [-0.11, 0.24, -0.10], [1.50, 0.60, 0.95], [-0.76, -1.45, 0.70], [-0.61, 1.28, -1.69], [-0.17, 0.06, 0.39], [0.08, -0.25, -0.37], [0.17, -0.29, 0.33], [0.48, 0.00, -0.08], [0.01, 0.05, 0.24], [-0.03, -0.33, -0.83], [-0.06, 0.09, 0.19], [-0.02, -0.46, 0.50], [0.47, 0.09, 0.61], [0.08, -0.17, -0.08], [0.09, -0.08, -0.26], [0.21, 0.03, -0.07], [-0.65, 0.69, -1.01], [0.61, 0.07, 0.20], [-1.13, 2.30, 0.56], [-0.08, -0.13, -1.47], [-0.70, -0.47, -0.14], [-0.38, -0.84, -0.35], [0.58, 0.02, 0.46], [0.36, -0.12, 0.23], [-0.25, -0.67, 0.25], [-0.10, -1.69, 0.00], [0.87, -0.28, 0.70], [0.21, -0.03, 0.71], [0.21, 0.69, -0.15], [-0.03, 0.30, 0.57], [0.04, -0.17, -0.35], [0.03, 0.35, -0.02], [0.33, -0.14, -0.10], [0.15, -0.29, 0.12], [-1.08, 0.38, 0.10], [1.14, -1.39, 0.02], [0.25, 2.68, 0.47], [-0.96, -0.69, -1.24], [0.48, 0.08, 0.16], [0.04, 0.02, -0.17], [-0.06, 0.07, 0.22], [-0.03, 0.25, -0.16], [-0.04, -0.10, -0.13], [-0.17, -0.29, 0.20], [0.22, -0.55, 0.13], [0.31, -0.13, 0.18], [0.13, 0.40, 0.07], [-0.03, 0.17, 0.03], [-0.17, -0.30, -0.23], [-0.10, -0.17, 0.09], [-0.22, -0.36, 0.00], [1.04, -0.48, 0.51], [-0.49, 0.74, -0.18], [0.23, -0.05, -0.52], [-0.02, 0.01, 0.25], [-0.16, 0.42, -0.40], [-0.39, -0.30, -0.03], [-0.28, -0.04, 0.21], [0.12, 0.26, 0.30], [0.08, -0.20, 0.00], [-0.11, 0.27, 0.08], [-0.90, 0.23, 0.10], [0.93, -1.47, -0.26], [-0.20, 0.87, 0.32], [0.03, 0.02, 0.02], [0.87, 0.05, -0.18], [0.03, 0.08, -0.18], [-0.55, 0.08, 0.04], [-0.07, -0.03, 0.36], [-0.03, -0.16, -0.30], [0.55, 0.95, -0.27], [-0.45, -2.68, 1.54], [0.10, 0.90, 0.43], [-0.17, -0.26, -0.19], [-0.08, -0.07, -0.38], [0.24, 0.63, -0.81], [0.29, -0.11, 0.24], [-0.55, 0.22, -0.55], [-0.08, 0.38, 0.16], [0.19, 0.09, -0.05], [-0.20, 0.03, -0.16], [0.43, 0.13, 0.69], [-1.01, -0.26, -0.41], [0.07, -0.20, 0.40], [0.05, -0.03, -0.03], [-0.02, -0.10, -0.11], [0.09, -0.09, -0.10], [0.59, -0.10, -0.26], [-0.10, 0.45, 0.14], [-0.02, 0.22, -0.15]]
}


Record 2
{
  "formula": "C24H68N6O7",
  "method": "the ωB97M-V functional and the def2-TZVPD basis",
  "charge": 0,
  "spin_multiplicity": 1,
  "e_homo_ev": -8.64,
  "species": ["C", "C", "C", "O", "C", "N", "H", "H", "H", "H", "H", "H", "H", "H", "H", "H", "H", "H", "O", "H", "C", "C", "C", "O", "C", "N", "H", "H", "H", "H", "H", "H", "H", "H", "H", "H", "H", "C", "C", "C", "O", "C", "N", "H", "H", "H", "H", "H", "H", "H", "H", "H", "H", "H", "C", "C", "C", "O", "C", "N", "H", "H", "H", "H", "H", "H", "H", "H", "H", "H", "H", "C", "C", "C", "O", "C", "N", "H", "H", "H", "H", "H", "H", "H", "H", "H", "H", "H", "C", "C", "C", "O", "C", "N", "H", "H", "H", "H", "H", "H", "H", "H", "H", "H", "H"],
  "positions_angstrom": [[1.76841, -3.98210, -3.35485], [1.82085, -2.99361, -2.23731], [3.05728, -2.05159, -2.25476], [4.18582, -2.93380, -1.91997], [5.36562, -2.18561, -1.63534], [0.56610, -2.16899, -2.22786], [-0.47253, -2.60019, -2.35573], [0.51750, -1.71917, -1.22898], [0.71429, -1.68913, -3.10958], [2.69404, -4.56184, -3.33072], [1.59305, -3.30131, -4.23789], [1.05428, -4.84794, -3.10224], [1.61834, -3.53745, -1.44793], [3.01109, -1.21309, -1.44315], [3.19403, -1.48853, -3.31334], [6.05702, -2.85101, -1.34126], [5.42151, -2.04615, -0.71067], [5.69962, -1.57252, -2.43757], [0.00718, -0.67625, -0.31099], [-0.05347, 0.10029, -0.27929], [-1.75563, 2.66091, 1.82475], [-2.45849, 1.53052, 2.53778], [-3.93694, 1.68660, 2.68265], [-4.14983, 3.09321, 3.06126], [-5.64212, 3.35274, 3.25971], [-2.02453, 0.23663, 2.01137], [-2.04641, 3.65069, 2.02576], [-1.59409, 2.47193, 0.58637], [-0.70758, 2.62335, 2.48632], [-2.07250, 1.46817, 3.55772], [-4.42791, 1.16505, 3.30534], [-4.40135, 1.41269, 1.61264], [-6.10574, 3.32141, 2.18475], [-6.10618, 4.37922, 3.51552], [-6.06121, 2.61920, 3.97050], [-2.35734, 0.16668, 0.96979], [-0.96308, 0.36195, 1.89521], [-0.26840, -4.45047, 3.01036], [0.27969, -3.26473, 2.13412], [1.76817, -3.29509, 2.09509], [2.15233, -3.02055, 3.41244], [3.56506, -2.92591, 3.60224], [-0.09389, -3.53785, 0.77943], [0.29970, -5.24894, 2.75907], [-1.43908, -4.38576, 3.01048], [-0.27251, -4.07398, 3.98127], [-0.19656, -2.48606, 2.42393], [2.37272, -2.58099, 1.60082], [2.25880, -4.37926, 1.84110], [3.86550, -2.73136, 4.74087], [3.85603, -2.10289, 3.12194], [4.14879, -3.75424, 3.18671], [-1.00969, -3.94593, 0.73195], [-0.16353, -2.67498, 0.47964], [2.37457, 3.21626, -3.23838], [1.31144, 2.56769, -2.27176], [-0.12199, 2.77623, -2.61253], [-0.34703, 4.18089, -2.37805], [-1.74440, 4.55736, -2.65725], [1.65411, 1.15734, -2.21776], [2.29485, 2.83487, -4.36112], [3.49509, 3.03412, -2.99992], [2.23643, 4.18649, -3.21936], [1.38424, 3.00350, -1.24981], [-0.68162, 2.18636, -1.90269], [-0.44838, 2.55662, -3.74221], [-2.40869, 4.26929, -1.63416], [-1.96597, 4.47592, -3.63230], [-1.75873, 5.64847, -2.69271], [0.94947, 0.58499, -1.61939], [2.57016, 1.06035, -1.58632], [2.10858, 2.21051, 2.98786], [1.82162, 1.31742, 1.75065], [3.07443, 0.72323, 1.05865], [3.63450, 1.76519, 0.25994], [4.94808, 1.49061, -0.28471], [0.95182, 0.21181, 2.14943], [1.18814, 2.62481, 3.39632], [2.67183, 3.02082, 2.75024], [2.78994, 1.71367, 3.99459], [1.34324, 1.86074, 1.07962], [2.95289, -0.07766, 0.27629], [3.65071, 0.53094, 1.85828], [4.68259, 0.83337, -1.22545], [5.56686, 0.80134, 0.37940], [5.32348, 2.35699, -0.62575], [0.68598, -0.22254, 1.24272], [1.28868, -0.46022, 2.56516], [-5.36747, -1.57950, -0.70883], [-3.91670, -1.25833, -1.22639], [-3.60221, 0.21441, -1.32109], [-4.64978, 0.75414, -1.99807], [-4.52882, 2.19767, -2.28601], [-2.74957, -1.90426, -0.53124], [-5.13043, -1.40063, 0.42202], [-5.61606, -2.63951, -0.73388], [-5.82361, -0.77163, -1.16041], [-3.85027, -1.64729, -2.42805], [-2.59552, 0.63029, -1.96139], [-3.51594, 0.70460, -0.40819], [-3.76808, 2.36795, -3.08846], [-4.17622, 2.90162, -1.40077], [-5.50618, 2.68973, -2.52705], [-2.80135, -1.92308, 0.31405], [-2.01100, -1.35587, -0.67323]],
  "forces_ev_per_a": [[-0.22, -0.64, -0.19], [-0.52, 1.46, -2.71], [0.83, 0.59, 0.48], [-1.33, 1.31, -1.05], [-2.48, -1.80, -6.52], [-1.81, -1.79, -1.33], [3.32, 0.31, 0.56], [-0.57, 2.30, -0.90], [-0.65, 1.72, 0.54], [0.36, 0.60, -0.73], [0.13, -1.79, 0.00], [0.20, 1.81, -0.86], [0.65, -2.46, 4.95], [-0.23, -1.46, -1.44], [-0.29, -1.39, 2.19], [3.42, -3.91, -1.38], [-1.23, 4.59, 8.13], [0.21, 0.94, -0.04], [1.40, -18.53, -0.62], [-1.59, 18.10, 0.61], [4.04, -1.14, -0.79], [0.30, -0.87, 0.94], [1.56, 4.92, -6.97], [-2.71, 0.23, 0.33], [-0.09, 0.24, -2.56], [0.33, 0.02, -3.00], [-1.00, 1.14, -0.03], [-0.33, 0.48, 3.52], [-1.99, 0.16, -2.70], [0.06, 0.51, 0.19], [-2.98, -4.41, 4.85], [0.52, 0.94, 1.82], [0.62, -0.88, 1.83], [2.20, -1.09, 0.35], [0.14, 0.17, -0.57], [0.77, 0.18, 2.50], [-1.83, -0.65, 0.58], [-3.28, 4.86, -0.49], [1.73, -7.59, -1.67], [2.23, -2.37, 2.12], [1.13, -0.36, 2.59], [-1.06, -1.99, 3.51], [0.17, -4.63, 0.24], [0.90, -3.12, -0.24], [1.86, -1.10, -1.30], [1.40, -0.13, 2.23], [-2.21, 5.89, 2.32], [-0.25, 0.98, -2.12], [-1.62, 2.13, 0.02], [-1.05, -0.79, -2.37], [1.53, 3.58, -2.10], [-0.33, -0.38, 0.22], [-0.40, -0.12, -0.05], [-0.81, 5.38, -3.07], [1.15, -5.23, -1.35], [2.43, -0.25, -0.15], [-0.67, 1.40, -2.46], [-1.84, -0.25, -0.69], [1.77, 1.28, 6.55], [0.89, -2.57, 2.90], [-0.26, 0.63, 2.36], [-1.98, -0.04, 0.20], [-0.61, 5.08, -0.19], [0.29, 0.19, -0.57], [-0.72, -0.40, 0.08], [0.82, 0.00, 2.32], [1.27, 0.28, -3.51], [-1.59, -2.20, -3.42], [0.34, 0.32, 0.96], [1.37, 1.26, -1.31], [-2.51, 0.53, -1.88], [0.76, -3.12, 2.68], [2.39, -3.62, 3.91], [-1.86, 2.03, -3.35], [1.43, 1.00, 0.56], [-3.48, -5.62, -0.06], [-5.00, 8.24, -6.81], [-0.11, -0.45, 0.10], [1.86, 2.45, -1.00], [-2.24, 0.91, -3.17], [-2.44, 2.67, -3.06], [-0.61, -0.10, 1.58], [2.84, -1.53, 2.48], [1.03, 0.91, 1.29], [-0.48, 1.39, -0.61], [1.76, 2.98, -0.73], [-0.21, 0.00, 0.53], [5.11, -8.21, 6.27], [5.03, -0.32, 3.54], [2.04, -2.67, -3.18], [1.94, 0.99, -2.85], [-2.20, 3.72, -1.52], [0.52, 0.74, 1.27], [-3.56, -2.04, -12.13], [-1.29, 0.09, -1.51], [-0.38, 0.39, -0.82], [-2.45, 0.87, -0.64], [-0.28, 0.92, 3.08], [-1.81, -1.99, 1.67], [0.27, 0.64, 2.14], [-0.68, -0.29, 0.43], [-0.41, -2.00, -1.12], [0.67, -1.18, -0.20], [-1.64, -0.61, 12.80], [4.18, 2.63, -1.17]]
}